Density functional theory data (the ωB97M-V functional and the def2-TZVPD basis) for 6 unconnected molecules or ions with the total composition C12H36O12.

Geometry as XYZ:
```
60
Properties=species:S:1:pos:R:3:forces:R:3:lowdin_charge:R:1
O -8.66421 0.11044 9.32605 -0.7 -0.5 0.3 -0.062
C -9.75705 0.81925 8.77178 -1.3 -1.3 1.8 -0.199
C -11.08106 0.19569 9.31116 1.3 0.9 -0.8 -0.189
O -11.30754 -1.12085 8.83391 -0.6 0.8 0.3 -0.059
H -7.83538 0.41142 8.98101 0.9 0.2 -0.5 0.058
H -9.79803 1.82284 9.13322 0.3 1.0 0.0 0.114
H -9.78719 0.77250 7.71079 0.2 0.1 -1.1 0.113
H -11.83537 0.84821 8.90459 -0.7 0.1 0.0 0.120
H -11.08443 0.27953 10.39424 0.0 -0.3 0.2 0.105
H -10.49796 -1.40651 8.45713 1.2 -0.7 -0.5 0.085
O -5.82713 -0.62409 8.65486 -0.5 0.0 -0.4 -0.076
C -4.93289 -1.29532 9.53142 -1.6 0.2 0.6 -0.227
C -5.65663 -1.33885 10.88494 0.4 -2.4 -0.2 -0.213
O -6.91669 -2.08190 10.80495 0.5 1.4 -0.4 -0.089
H -5.59239 -0.77962 7.74101 0.1 -0.1 -0.2 0.090
H -4.72068 -2.33726 9.27292 -0.1 0.2 -0.4 0.124
H -4.04624 -0.70016 9.55610 1.0 0.1 0.4 0.107
H -5.79551 -0.36381 11.33149 0.1 0.2 0.1 0.091
H -4.96959 -2.01320 11.48311 -0.9 1.1 0.0 0.138
H -7.58713 -1.53077 10.32214 0.9 -0.5 0.5 0.067
O -4.65082 3.28383 15.25703 -1.5 1.8 -0.1 -0.047
C -5.61418 2.70848 16.12710 -0.9 -0.2 -1.6 -0.219
C -6.99740 3.42777 16.09205 2.4 0.1 -0.5 -0.259
O -7.98851 2.59257 16.55000 -0.7 -0.5 0.3 -0.068
H -3.84692 2.84422 15.40901 1.6 -0.8 0.2 0.055
H -5.70648 1.71556 15.74761 -0.7 -1.1 0.1 0.090
H -5.32040 2.65675 17.14343 0.6 0.1 1.1 0.110
H -7.19754 3.85343 15.10537 0.0 -0.1 -0.2 0.115
H -6.81361 4.22621 16.77417 -0.6 1.0 0.5 0.107
H -7.83420 1.74118 16.09589 -0.3 -0.1 0.0 0.047
O -10.37023 -0.80908 15.31010 0.5 -0.7 -1.3 -0.109
C -11.50373 -0.05094 15.66675 -0.3 -0.4 -0.4 -0.241
C -11.15493 1.37282 16.02928 -0.2 -0.1 1.1 -0.242
O -10.51757 2.02707 14.95695 0.4 0.7 -0.2 -0.077
H -10.52609 -1.29740 14.42849 0.0 1.0 1.3 0.091
H -12.27484 -0.05841 14.85003 0.6 -0.1 0.7 0.136
H -11.89121 -0.53580 16.56947 -0.5 0.3 -0.1 0.120
H -10.57947 1.42251 16.98367 0.1 -0.1 -0.8 0.134
H -12.10934 1.83659 16.27135 -0.2 0.3 -0.1 0.114
H -10.05368 2.83113 15.26978 -0.3 -0.8 0.0 0.110
O -12.99101 -2.77114 10.06257 0.6 0.4 -0.5 -0.102
C -12.84028 -2.06974 11.30198 0.2 0.1 -0.9 -0.233
C -11.44027 -2.25985 11.87562 -0.4 0.1 -0.2 -0.201
O -11.04092 -1.28664 12.82862 -0.5 -0.2 -0.1 -0.092
H -12.45961 -2.28988 9.36822 -0.7 -0.6 1.2 0.058
H -12.96638 -0.98719 11.12809 -0.3 -0.3 0.4 0.117
H -13.59192 -2.51712 11.90694 -0.8 0.2 0.8 0.106
H -10.92396 -2.20701 10.94589 1.5 0.0 -0.3 0.094
H -11.29673 -3.22809 12.32544 -0.1 -0.5 0.0 0.125
H -10.36181 -0.66878 12.51215 0.1 0.1 -0.2 0.053
O -9.41503 0.78363 12.71935 1.3 -0.1 -1.0 -0.082
C -7.99685 1.02841 12.88325 -0.6 0.3 0.0 -0.176
C -7.32055 0.06615 13.81701 0.8 0.8 0.1 -0.244
O -7.73780 0.23607 15.14375 -1.0 0.2 0.9 -0.093
H -9.95451 1.22923 13.37252 0.0 0.5 0.9 0.048
H -7.53737 0.97525 11.88483 -0.3 0.0 0.2 0.106
H -7.74867 2.02276 13.33029 -0.7 -0.4 -0.5 0.133
H -6.27111 0.41112 13.79789 -0.1 -0.4 0.0 0.123
H -7.35121 -0.97185 13.54827 -0.2 -0.6 -0.5 0.118
H -8.71951 0.09596 15.22850 0.7 -0.5 -0.3 0.078
```
Positions in Å, forces in eV/Å.

The multiplicity is 1. The calculation puts the energy above the lowest of the compared OMol25 structures with the same formula, charge and spin at 10.30 kcal/mol. The highest occupied orbital energy is -9.471 eV. The SMILES is OCCO.OCCO.OCCO.OCCO.OCCO.OCCO. Its electronic energy is -1381.58230 hartree.

Density functional theory data (the ωB97M-V functional and the def2-TZVPD basis) for 6 unconnected molecules or ions with the total composition C12H36O6.

Geometry as XYZ:
```
54
Properties=species:S:1:pos:R:3:forces:R:3:lowdin_charge:R:1
C 0.49925 5.41794 1.35812 -2.3 -1.4 -3.4 -0.099
C 1.54127 6.40723 0.93709 -2.8 1.8 5.9 -0.491
O 2.01829 6.00600 -0.17709 3.5 -1.7 -5.1 -0.016
H -0.41803 5.48470 0.52389 2.5 -0.7 1.8 0.144
H 0.04120 5.85024 2.13884 -1.8 1.2 3.4 0.004
H 0.75430 4.33436 1.63962 0.1 1.8 -0.9 0.090
H 2.30720 6.47380 1.80464 -0.8 0.1 -1.1 0.141
H 1.10661 7.45831 0.77363 0.1 -1.1 1.0 0.136
H 2.84033 6.46455 -0.12654 1.6 0.1 -1.6 0.091
C -1.08035 -1.30214 -5.19994 12.2 11.6 0.9 -0.043
C -0.92901 -0.90911 -3.78390 3.0 0.5 4.1 -0.324
O -2.10320 -0.64487 -3.06906 -1.7 0.4 -2.6 -0.081
H -0.03184 -1.45490 -5.54558 -0.9 -0.4 0.0 0.125
H -1.45405 -0.52880 -5.68038 -2.1 3.3 -2.8 0.046
H -1.56669 -1.98348 -5.11034 -10.2 -14.7 0.4 -0.066
H -0.19299 0.06553 -3.57001 -1.3 -2.7 -0.8 0.165
H -0.57062 -1.89896 -3.26194 0.6 1.9 -0.7 0.123
H -1.93860 -0.59665 -2.14964 0.4 -0.2 1.8 -0.002
C 1.59460 1.44091 3.96312 4.7 3.0 2.4 -0.075
C 2.74379 0.45937 4.35893 -0.5 1.5 2.9 -0.311
O 3.95353 1.23673 4.74725 -0.1 -3.5 0.0 -0.130
H 0.85984 0.87067 3.57144 -3.0 -1.4 -0.9 -0.002
H 1.96906 2.21221 3.16533 -0.6 -1.5 1.5 0.099
H 1.40631 2.06093 4.97656 -0.2 -1.5 -2.5 0.126
H 3.03091 -0.31030 3.76321 0.9 -1.3 -3.7 0.048
H 2.45928 -0.36908 5.12450 -0.3 2.2 0.4 0.128
H 4.59140 0.44501 4.85296 -0.9 2.4 0.0 0.113
C -3.54390 -3.59724 -0.98713 -2.2 -3.1 3.8 -0.043
C -2.72958 -3.92693 0.40202 0.7 6.3 -4.1 -0.165
O -3.01892 -2.88584 1.46652 0.9 -1.4 0.8 -0.166
H -3.33605 -4.41891 -1.67274 -0.6 -1.1 0.5 0.063
H -3.25412 -2.92382 -1.66616 1.8 3.9 -1.4 -0.017
H -4.68202 -3.40837 -0.83393 2.0 -0.7 -0.1 0.111
H -1.66770 -4.04370 0.04800 -0.7 0.4 1.2 0.119
H -3.09014 -4.66870 0.90130 -2.0 -5.5 1.8 0.024
H -3.04058 -3.37015 2.37893 0.2 1.4 -2.7 0.137
C -0.50997 0.95606 0.37068 0.5 -0.6 4.1 -0.106
C -1.95489 0.72439 0.23872 -1.0 -2.6 -3.7 -0.300
O -2.14728 -0.65874 -0.20603 -0.6 -3.2 3.1 -0.224
H -0.04843 -0.03518 0.90348 -0.7 2.6 -1.6 0.141
H -0.45456 1.81807 1.09223 0.5 -0.8 -0.3 0.077
H -0.08905 1.34508 -0.46557 2.0 0.3 -2.7 0.029
H -2.55598 1.16982 -0.68765 1.3 0.5 2.8 0.172
H -2.19322 0.74139 1.24545 -2.4 0.8 1.6 0.077
H -2.30794 -1.39297 0.64051 0.6 3.1 -3.2 0.159
C 1.54955 -1.90578 -0.92274 -0.2 -2.5 1.4 -0.054
C 1.87194 -3.24172 -1.62101 -1.8 4.1 -2.9 -0.300
O 3.18406 -3.35211 -2.00923 1.5 3.7 3.0 -0.005
H 0.58410 -1.46563 -0.94533 -1.7 -1.0 0.4 0.039
H 1.94133 -1.16795 -1.43332 2.8 3.5 -3.6 0.015
H 2.01896 -1.62771 0.00052 0.1 -1.0 1.2 0.073
H 1.28887 -3.24503 -2.58649 -0.1 0.3 0.7 0.117
H 1.50572 -4.03589 -1.14834 -1.1 -3.5 2.6 0.059
H 3.24805 -4.07263 -2.52743 0.6 -3.8 -2.7 0.026
```
Positions in Å, forces in eV/Å.

The multiplicity is 1. The calculation puts the energy above the lowest of the compared OMol25 structures with the same formula, charge and spin at 282.50 kcal/mol. The highest occupied orbital energy is -9.395 eV. The SMILES is CCO.CCO.CCO.CCO.CCO.CCO. Its electronic energy is -929.79281 hartree.